Here is a structure of composition C4H4O2S from the OMol25 dataset. Energies are from ωB97M-V with the def2-TZVPD basis set.

Output
HOMO (hartree): -0.351
Energy (a.u.): -703.26702
Kohn-Sham gap (eV): 8.96

```
11
Properties=species:S:1:pos:R:3:forces:R:3:mulliken_charge:R:1
C -1.0330 0.0333 -0.0726 0.47 2.55 1.31 -0.1561
C -0.9481 1.5336 -0.3880 0.23 -2.53 -0.51 -0.3157
C 0.0540 -0.4839 0.5113 -0.21 0.53 -2.23 -0.4882
C 0.1620 2.1987 -0.6229 0.44 0.45 -0.14 -0.3074
O 2.4235 0.7815 1.0621 0.10 0.50 0.37 -0.5993
O 2.3172 -0.7677 -0.7875 0.72 1.58 0.43 -0.4915
S 1.5075 0.4499 -0.0044 -0.85 -0.77 0.67 0.8991
H -2.0022 -0.4569 -0.0961 0.23 -0.02 -0.14 0.3600
H -1.8787 1.9937 -0.5913 -0.76 0.88 -0.04 0.3584
H 0.0559 -1.5188 0.4847 0.71 -2.09 0.86 0.3749
H 3.2367 -0.4002 -0.5851 -1.08 -1.09 -0.57 0.3657
```
Forces are in eV/Å.

=====

Here is a structure of composition C4H4O2Tl from the OMol25 dataset. Energies are from ωB97M-V with the def2-TZVPD basis set.

Output
Net charge: +3
HOMO (spin up / spin down) (hartree): -0.889 / -0.872
Energy (a.u.): -476.18604
Kohn-Sham gap (spin up / spin down) (eV): 8.95 / 5.42

```
11
Properties=species:S:1:pos:R:3:forces:R:3:mulliken_charge:R:1
C -0.1936 -1.2835 -1.5424 2.95 2.94 -0.05 0.3068
O 0.4055 -0.3087 -2.1478 -2.11 -3.61 1.93 -0.1524
H 0.4387 -0.4656 -3.1014 0.23 0.17 -1.53 0.4568
C -0.2234 -1.1918 0.0379 -1.47 -0.65 -2.63 -0.0994
C -0.5542 0.2505 0.1563 0.43 5.45 1.19 -0.2480
C 0.1282 1.1011 0.8923 -0.54 -4.15 0.72 0.6900
O 0.6921 1.5257 1.8570 1.05 -1.90 -6.32 -0.3153
Tl 0.6868 2.5209 3.4393 -0.12 4.18 7.03 1.2214
H -1.0606 -1.8407 0.3372 0.29 0.10 0.37 0.3152
H 0.7486 -1.4631 0.4707 -0.18 -0.18 -0.22 0.4305
H -1.0682 1.1552 -0.3990 -0.52 -2.36 -0.48 0.3944
```
Forces are in eV/Å.

=====

Here is an isolated molecule of C4H4O3 from the OMol25 dataset. Energies are from ωB97M-V with the def2-TZVPD basis set.

Output
HOMO (spin up / spin down) (hartree): -0.377 / -0.387
Energy (a.u.): -380.37414
Kohn-Sham gap (spin up / spin down) (eV): 8.18 / 8.00

```
11
Properties=species:S:1:pos:R:3:forces:R:3:mulliken_charge:R:1
O 0.3362 -0.9869 -2.0717 -0.19 0.02 0.33 -0.5146
C -0.3373 -1.0342 -1.0558 -0.01 -0.31 0.01 0.1318
C -0.1305 -0.0938 0.0382 -0.15 -0.52 0.40 0.2072
C 1.1646 0.6534 0.0594 -0.36 -1.27 -1.18 -0.1433
O 0.8325 1.8469 0.4058 0.36 1.63 0.41 -0.4479
C -1.1419 0.1948 1.0668 0.17 -0.43 -0.14 -0.1050
O -2.1189 -0.5131 1.1855 0.00 0.23 0.01 -0.4623
H -1.0885 -1.8198 -0.8872 -0.02 0.12 -0.12 0.3720
H 2.0722 0.1597 0.4501 -0.22 0.11 0.04 0.3445
H 1.1522 0.5055 -1.0984 0.57 0.51 0.30 0.2521
H -0.8980 1.0228 1.7542 -0.14 -0.08 -0.05 0.3655
```
Forces are in eV/Å.

=====

Here is an isolated molecule of C4H4O3 from the OMol25 dataset. Energies are from ωB97M-V with the def2-TZVPD basis set.

Output
HOMO (spin up / spin down) (hartree): -0.350 / -0.353
Energy (a.u.): -380.35111
Kohn-Sham gap (spin up / spin down) (eV): 7.03 / 7.56

```
11
Properties=species:S:1:pos:R:3:forces:R:3:mulliken_charge:R:1
O -1.8930 0.6357 0.7820 0.53 0.27 -0.06 -0.5267
C -0.8731 1.0699 0.1776 -0.56 0.23 0.37 -0.0661
C 0.1245 0.1414 -0.1119 0.30 -0.42 0.32 0.2437
C -0.2954 -1.2412 0.4326 0.66 0.46 0.02 -0.2027
O -0.7266 -1.6922 -0.6732 -0.06 -0.45 -0.41 -0.3617
C 1.4095 0.3821 -0.7419 0.11 0.34 -0.04 -0.0965
O 1.8382 1.5161 -0.8419 -0.08 -0.40 -0.12 -0.4847
H -0.7485 2.1297 -0.0471 -0.12 -0.07 0.04 0.4238
H 0.4254 -1.8463 1.0090 -0.41 0.12 0.23 0.3847
H -1.2729 -0.5930 1.0367 -0.23 -0.18 -0.26 0.3458
H 2.0119 -0.5022 -1.0217 -0.14 0.10 -0.07 0.3404
```
Forces are in eV/Å.

=====

Here is an isolated molecule of C4H4O3 from the OMol25 dataset. Energies are from ωB97M-V with the def2-TZVPD basis set.

Output
SMILES: O=C1OC[C@@]12CO2
HOMO (hartree): -0.390
Energy (a.u.): -380.47139
Kohn-Sham gap (eV): 11.42

```
11
Properties=species:S:1:pos:R:3:forces:R:3:mulliken_charge:R:1
O 2.2184 -0.4531 1.2138 -0.77 0.05 -0.32 -0.5245
C 1.1454 -0.0315 0.9214 0.48 -0.28 0.01 0.4345
O 0.5769 1.1469 1.3391 0.09 -0.02 0.15 -0.3270
C -0.7007 0.8591 0.7166 -0.32 0.08 -0.15 -0.3421
C -0.0711 -0.3114 0.0040 0.07 0.19 0.04 0.6265
C -0.0605 -0.6815 -1.4111 0.17 0.08 -0.22 -0.3646
O -0.7689 -1.4349 -0.4279 0.19 -0.28 0.26 -0.4723
H -1.0841 1.6749 0.1050 0.16 0.07 0.13 0.2790
H -1.4214 0.5499 1.4791 0.01 0.09 -0.19 0.2308
H 0.8015 -1.2154 -1.8042 0.01 0.22 0.03 0.2402
H -0.6355 -0.1031 -2.1358 -0.09 -0.21 0.26 0.2196
```
Forces are in eV/Å.

=====

Here is a structure of composition C4H4O3 from the OMol25 dataset. Energies are from ωB97M-V with the def2-TZVPD basis set.

Output
HOMO (hartree): -0.379
Energy (a.u.): -380.41125
Kohn-Sham gap (eV): 11.06

```
11
Properties=species:S:1:pos:R:3:forces:R:3:mulliken_charge:R:1
C -1.3659 -0.0974 -0.6813 -0.48 -0.99 -0.46 -0.6350
C -0.1024 -0.6786 -0.2890 0.29 0.60 -0.11 0.8667
O -0.8973 -1.5613 -0.8924 -0.24 1.20 -0.78 -0.4814
C 0.6262 -0.5393 1.0065 0.09 -0.28 0.90 0.4496
O 0.9422 -1.2738 1.8923 -0.20 0.51 -0.23 -0.5102
C 1.0824 0.7810 0.3846 0.08 0.31 0.50 -0.3685
O 1.0611 0.0678 -0.8669 -0.57 -0.45 -0.06 -0.4104
H -2.2637 -0.0025 -0.0743 0.38 -0.27 0.12 0.2681
H -1.2985 0.5700 -1.5522 -0.12 -0.68 0.14 0.2661
H 0.2153 1.4617 0.3918 0.52 0.27 0.25 0.2123
H 2.0005 1.2724 0.6811 0.25 -0.23 -0.26 0.3427
```
Forces are in eV/Å.

=====

For reference, energy relative to the best compared isomer or geometry (same formula, charge and spin) by record: 141.2; 12.8; 108.5; 122.9; 47.5; 85.2 kcal/mol.